A gas-phase ion, C7H9O3 (charge -1). Source: the Open Molecules 2025 dataset; level of theory: the ωB97M-V functional and the def2-TZVPD basis.

ORCA input file:
```
! RIJCOSX wB97M-V def2-TZVPD def2/J DEFGRID3
* xyz -1 1
O 2.361 1.256 -1.676
O -0.082 -2.393 -0.065
O -0.995 0.128 1.388
C 0.258 1.236 -0.464
C 0.139 0.017 2.198
C 1.461 0.566 -1.189
C 1.459 -0.838 -0.989
C -0.631 0.028 -0.043
C -1.860 -0.161 -0.898
C 0.371 -1.329 -0.383
H -1.465 -0.338 -1.796
H -2.260 -1.008 -0.578
H 1.120 0.218 1.823
H -0.305 2.032 -1.188
H -0.011 0.620 2.992
H 0.326 -0.935 2.575
H 2.206 -1.520 -1.424
H -2.518 0.624 -0.723
H 0.425 1.795 0.440
*
```

## Properties
**Largest force on an atom**: 5.133 eV/A
**Orbital gap**: 7.78 eV
**SMILES string**: CO[C@@]1(C)CC([O-])=CC1=O
**HOMO energy**: -0.14374 Ha
**Energy above the lowest of the compared OMol25 structures with the same formula, charge and spin**: 0.0 kcal/mol